(1)
4 unconnected molecules or ions with the total composition C24H25BrF3NO12S in a non-equilibrium geometry, computed with ωB97M-V/def2-TZVPD.

```
! wB97M-V def2-TZVPD RIJCOSX def2/J DEFGRID3
* xyz 0 1
H -3.90305 1.66900 4.33921
C -0.60391 -2.38835 -1.52278
H 1.78542 2.02409 -0.23475
O -3.50301 2.06043 -6.34039
O -0.56195 1.43357 2.58520
S 5.59098 1.09870 0.30511
H -1.77651 4.17439 -3.56978
O -2.24313 2.61396 3.58018
O -0.71669 -3.89677 5.62714
C 1.09990 -0.29355 -6.69052
C 0.03238 -1.35164 0.83802
H -1.95252 -0.95487 -0.22992
C 2.63791 1.39483 0.31517
H 1.82336 -0.27583 -1.18079
H 4.43405 -3.18845 3.88998
H -0.36272 -0.09491 -1.02563
F -3.51650 3.42568 5.23388
H 2.95743 -4.35811 3.80003
H 3.46156 -0.74016 -0.36259
C -0.70409 -2.08023 2.10894
C -2.24024 -2.59620 2.35722
H 2.37384 1.44941 1.46870
H -3.58047 1.89951 -2.56375
H 3.99103 -4.24544 5.46787
F -0.67328 1.06907 -9.14011
C 1.64171 -0.94469 1.02738
Br 0.33909 -2.18621 -3.32062
H 4.00597 2.48681 -1.21295
C -0.82720 -1.05938 -0.53627
C 3.55948 -3.67398 4.53928
H -2.00476 -0.02305 -6.80260
C -0.40667 0.08844 -8.24851
H -2.64232 0.84435 6.23490
C 0.08862 -2.44686 3.49649
F -3.89085 3.86714 -2.30321
C 2.50240 -1.28126 2.41490
C 2.46300 -0.15327 -0.19598
O -3.27209 -2.80334 1.53544
C -1.28416 1.64659 3.54484
C -2.00537 3.10828 -3.46773
H -1.05327 1.47726 -6.71977
O 2.14062 -0.67581 -6.18193
H -1.57018 2.26331 6.24866
C -1.00401 0.40155 -6.91928
H -0.70838 -0.88108 -8.65903
H 3.12921 -1.50491 5.31499
C -2.12862 1.57550 5.60488
O -1.93015 2.48956 -4.73638
H -1.29140 2.66140 -2.77065
H 5.33690 0.06596 1.22148
N -2.30348 -2.78768 3.88231
C 4.06025 2.10436 -0.08722
O -1.23521 0.93812 4.71409
C -3.20893 2.44314 -5.22016
C -3.41961 2.85773 -3.06918
O -1.08334 -3.59200 -1.10734
O -0.09076 -0.19962 -6.02346
C -0.95761 -3.18368 4.52194
H 3.63921 -1.00039 2.56563
H 4.13192 3.09728 0.57144
C 2.51559 -2.44810 4.98758
O 0.97974 0.08457 -7.99408
O -4.11454 2.86918 -4.29548
C 1.67745 -2.06036 3.62797
H 1.79543 -2.79779 5.84844
H -2.36321 -1.79549 4.23438
C -3.06030 2.28032 4.67918
*
```

As for the SMILES: CCc1cc(CCCS)c(CC(=O)Br)c2c1C(=O)NC2=O.O=C1OC[C@@H](F)O1.O=C1OC[C@@H](F)O1.O=C1OC[C@@H](F)O1. The HOMO energy comes out at -9.0 eV. As for the total energy: -140369.474 eV. For the frontier orbital gap, the calculation gives 7.38 eV.

These are the Löwdin partial charges, in e, on atoms 1 to 8:
1. H 0.179
2. C -0.572
3. H 0.120
4. O 0.144
5. O 0.134
6. S 0.611
7. H 0.153
8. O 0.145

(2)
2 unconnected molecules or ions with the total composition C24H25F2OSi in a non-equilibrium geometry, computed with ωB97M-V/def2-TZVPD.

```
! wB97M-V def2-TZVPD RIJCOSX def2/J DEFGRID3
* xyz 1 1
H -0.73153 -0.56772 -1.08786
Si 1.31504 2.68034 -1.89971
H 1.22724 -2.34840 4.39284
H -4.47949 -2.22243 -3.81100
H 1.47452 2.78172 -4.37309
C -1.74706 0.42822 -3.29105
C 0.94878 -3.64640 1.24157
F 2.00877 -4.67466 5.08909
H 0.14554 3.79462 -3.76907
O -0.68024 1.32409 -3.08250
C -3.72005 -1.44940 -3.68578
H 3.13466 1.42395 -0.70513
C 0.29839 -1.35740 1.89874
C 1.24733 -3.03853 3.56515
H 0.66842 -3.37785 0.22293
H -4.79740 -0.40831 -2.11732
H 0.69298 -0.96948 4.67540
C -0.69566 2.10536 4.26515
C 1.76805 -5.30862 2.81242
H 0.01510 -1.25542 0.85218
H 1.26241 4.69876 -0.45324
H 2.11950 -6.30478 3.06113
C 1.18124 3.48332 -3.58129
C -3.89250 -0.45110 -2.72267
C 0.61183 3.82261 -0.59249
H -0.72995 -0.41142 -4.98258
C -0.00290 -0.23819 2.73017
C -2.58349 -1.45075 -4.49971
H 1.46151 -5.67350 0.71976
H 3.73384 2.88123 -1.52504
C -2.89950 0.50893 -2.51738
C -0.94373 2.04978 2.88449
H -3.00172 1.30559 -1.77854
C 1.67361 -4.33638 3.79843
H 0.46919 3.33004 0.37946
C 0.11067 1.20148 -1.96239
H 0.82179 0.20202 -0.28027
H 3.37364 1.41776 -2.46192
C 0.82637 -2.63800 2.25863
C 0.24505 -0.15236 4.13493
H -2.44846 -2.20931 -5.26954
H -1.40299 2.91121 2.39221
F 0.10544 0.99191 6.20224
C 0.04722 0.20333 -1.05367
C 1.39520 -4.93155 1.51459
H -0.37150 4.17637 -0.93800
C -0.61878 0.91905 2.14817
H 1.82925 4.36943 -3.64101
C -0.11212 0.98403 4.84260
H -0.94649 2.97143 4.87056
C -1.60790 -0.47137 -4.33958
C 3.04057 2.03317 -1.61347
H -0.83966 0.89360 1.08248
*
```

The HOMO energy comes out at -11.2 eV. As for the total energy: -40645.704 eV. For the frontier orbital gap, the calculation gives 4.86 eV.

These are the Löwdin partial charges, in e, on atoms 1 to 8:
1. H 0.072
2. Si 0.549
3. H 0.098
4. H 0.106
5. H 0.043
6. C -0.270
7. C 0.018
8. F 0.067

(3)
A molecular structure, C24H25F3N5OReSSbSe4, computed with ωB97M-V/def2-TZVPD.

```
! wB97M-V def2-TZVPD RIJCOSX def2/J DEFGRID3
* xyz 3 1
H -5.87506 1.57540 -1.76800
C 1.77396 6.46921 -1.28702
C -2.55902 -1.44260 -0.80753
C 1.98330 4.00251 -0.98339
Se 0.12503 -3.20309 5.57649
Se -1.94248 -0.44622 3.03903
C 0.92118 1.70359 1.75439
Sb -1.15343 -1.79588 6.82292
C 1.15021 -0.78893 -1.94037
H 4.27345 -3.43860 0.09465
N -3.88305 1.85798 -1.00002
C -3.86714 3.32337 -0.87245
N 1.71652 -1.89642 -1.18096
H 1.78073 -4.67873 -1.18095
H 3.28629 -4.74717 0.74043
H -3.87637 3.59879 0.17982
H -3.61679 -2.29140 -2.46865
H -2.68078 -4.55381 -2.11004
N -1.61046 -1.57544 0.13231
H 3.42612 -4.76072 -1.79783
H 3.47752 -2.35565 -2.22712
H 1.72473 -2.22697 2.71551
H 2.34429 -3.88703 2.64838
N -3.28725 -0.22539 -0.91729
F 1.49732 7.57777 -0.59983
H 2.09016 1.88835 -0.66887
H 0.40509 -1.16664 -2.64138
Re -0.54162 -0.02216 1.28582
Se -0.98041 0.54243 5.14597
C 2.52171 -2.82988 -1.98852
H -1.11332 -4.89680 -0.17047
C 2.48015 -2.87122 2.27927
C 0.80797 4.13601 1.54199
H -0.42777 -2.93569 1.13933
C 1.77278 2.84176 -0.26680
O 1.09294 -1.03583 0.84004
H 3.46773 -2.51980 2.58350
C 2.72447 -4.13323 -1.25114
S -1.42087 1.64435 0.05652
C -1.13694 -2.82852 0.33092
C 1.17240 2.90769 0.99320
C -2.39710 -3.73515 -1.46223
H -5.15912 -1.06168 -1.63716
C 3.25915 -3.84413 0.13306
C -4.59404 -0.17786 -1.40720
H -2.98289 3.72454 -1.36066
C -1.51631 -3.92263 -0.40812
H -4.75564 3.70861 -1.36236
H 1.98776 -2.98568 -2.92521
C 1.72379 -1.93960 0.15256
H 2.45641 3.96920 -1.95610
H 0.72922 6.25648 1.22165
C 1.01395 5.29728 0.81234
C -4.95174 1.11664 -1.45831
F 3.02789 6.54948 -1.74110
H 0.36222 4.18070 2.52651
C -2.92567 -2.47528 -1.66021
C 1.58633 5.22367 -0.44702
C -2.88678 1.03974 -0.66145
H 0.69014 -0.04969 -1.29293
H 1.94172 -0.29791 -2.50965
N 2.38069 -2.88484 0.82159
C 0.78169 0.97800 2.75561
Se 1.23013 0.39181 4.44852
F 0.95494 6.42288 -2.35395
*
```

The HOMO energy comes out at -16.1 eV. As for the total energy: -323809.391 eV. For the frontier orbital gap, the calculation gives 6.18 eV.

These are the Löwdin partial charges, in e, on atoms 1 to 8:
1. H 0.155
2. C -0.592
3. C -0.212
4. C 0.023
5. Se 0.041
6. Se 0.309
7. C -0.226
8. Sb 0.679

(4)
C24H25N2O4P in the gas phase in a non-equilibrium geometry, computed with ωB97M-V/def2-TZVPD.

```
! wB97M-V def2-TZVPD RIJCOSX def2/J DEFGRID3
* xyz 0 1
H -3.51670 3.67287 1.33450
O -3.29403 0.41412 -1.22477
P -3.15212 0.39897 0.38468
C -4.47633 -0.14091 -1.79107
H -4.00337 4.53611 -0.92838
C -0.00463 -3.52950 -1.58874
C -4.30525 -1.62665 -2.05994
C 3.35598 -0.26303 0.13546
C -4.28698 3.51670 -0.68010
C 1.77164 3.10598 -0.25021
C 5.57125 1.32762 -0.39010
C 4.13487 3.30664 -0.57948
H -4.17767 -2.15027 -1.11668
N -1.03061 -1.48022 1.97150
C 1.68456 -3.52062 0.59929
H -5.33637 3.49875 -0.39527
H 6.70759 -0.46611 -0.23872
C -0.12959 -2.61100 2.08918
H -3.42769 -1.79228 -2.68014
H -4.14809 2.88867 -1.55563
C -0.64497 -0.41718 1.23248
C 1.30901 -3.94273 -1.73127
H 6.42494 1.95504 -0.60410
O -3.86074 1.72990 0.91560
C 0.36822 -3.10487 0.74983
N -0.53386 1.46856 0.06564
C 4.60530 -0.81544 0.06080
H 4.73054 -1.88012 0.19291
H -5.32381 0.02306 -1.11717
C 0.66268 1.06045 0.36697
H 2.50865 -0.90253 0.31762
H 0.79253 3.55669 -0.21339
H -0.66376 -3.40532 2.61651
H -1.50034 -2.78908 -0.25543
H -2.37696 2.95871 0.15839
C -1.39278 0.54806 0.59277
C -0.47450 -3.11517 -0.35520
C -3.42501 3.01254 0.46641
H -5.18359 -2.01517 -2.56860
C 5.72742 -0.01452 -0.19130
H -4.64687 0.40574 -2.72449
H 5.01201 3.89944 -0.79598
O -3.73187 -0.77850 1.03914
H -0.66740 -3.52810 -2.44146
H 2.77032 4.93259 -0.75882
C 3.15978 1.12252 -0.03875
H 1.67545 -4.26193 -2.69551
C 2.89254 3.87906 -0.55569
C 4.29524 1.92782 -0.33337
C 1.88402 1.75626 0.02679
H 2.34689 -3.51060 1.45371
O 0.65314 -0.10204 1.09319
H 0.72486 -2.30594 2.70307
C 2.15180 -3.94172 -0.63333
H -2.02322 -1.66318 1.87884
H 3.17790 -4.26193 -0.73913
*
```

As for the SMILES: CCOP(=O)(OCC)c1nc(-c2cccc3ccccc23)oc1NCc1ccccc1. The HOMO energy comes out at -7.5 eV. As for the total energy: -45755.770 eV. For the frontier orbital gap, the calculation gives 7.71 eV.

These are the Löwdin partial charges, in e, on atoms 1 to 8:
1. H 0.122
2. O -0.212
3. P 0.545
4. C -0.285
5. H 0.077
6. C -0.071
7. C -0.073
8. C -0.009

- frontier orbital gap of number 3 (C24H25F3N5OReSSbSe4)?
  6.18 eV